Record 1
CH3ClO2P | ωB97M-V/def2-TZVPD

Values from the calculation:
Strongest force on any atom (eV Å⁻¹): 2.83
E (Eh): -992.05068
HOMO energy (Ha): -0.1529
Frontier orbital gap (eV): 7.290

Geometry as ORCA input:
```
! wB97M-V def2-TZVPD RIJCOSX def2/J DEFGRID3
* xyz -1 1
C -0.092 -1.105 0.021
O -2.461 -1.353 -1.258
O -2.636 -0.329 1.106
P -1.901 -0.938 0.021
Cl 3.042 -0.867 -0.092
H -0.018 -0.574 -0.979
H 0.209 -0.479 0.823
H 0.353 -2.082 -0.194
*
```



Record 2
CH3F2N | ωB97M-V/def2-TZVPD

Values from the calculation:
Strongest force on any atom (eV Å⁻¹): 2.24
E (Eh): -294.17687
HOMO energy (alpha / beta) (Ha): -0.3546 / -0.3891
Frontier orbital gap (alpha / beta) (eV): 9.249 / 10.363

Geometry as ORCA input:
```
! wB97M-V def2-TZVPD RIJCOSX def2/J DEFGRID3
* xyz 0 1
C -0.771 -0.089 -0.438
N 1.323 -1.055 0.318
F -1.613 -1.110 -0.101
F 2.193 -0.266 -0.430
H -0.715 -0.023 -1.580
H -1.170 0.834 -0.029
H 1.283 -0.587 1.270
*
```



Record 3
CH3F2OP | ωB97M-V/def2-TZVPD

Values from the calculation:
Strongest force on any atom (eV Å⁻¹): 2.24
E (Eh): -656.04666
Expectation value of S²: 2.00
HOMO energy (alpha / beta) (Ha): -0.1932 / -0.4333
Frontier orbital gap (alpha / beta) (eV): 6.260 / 8.764

Geometry as ORCA input:
```
! wB97M-V def2-TZVPD RIJCOSX def2/J DEFGRID3
* xyz 0 3
C 0.620 0.748 -1.217
O 0.150 -0.127 1.470
F 0.105 1.600 -2.189
F 1.867 1.184 -0.971
P -0.469 0.840 0.319
H 0.855 -0.240 -1.782
H 0.696 0.435 2.096
H -1.558 -0.019 0.006
*
```



Record 4
CH3F2OPS | ωB97M-V/def2-TZVPD

Values from the calculation:
Strongest force on any atom (eV Å⁻¹): 4.49
E (Eh): -1054.50692
HOMO energy (Ha): -0.3652
Frontier orbital gap (eV): 10.518

Geometry as ORCA input:
```
! wB97M-V def2-TZVPD RIJCOSX def2/J DEFGRID3
* xyz 0 1
C 0.349 0.639 1.176
O 0.340 -0.594 0.396
P -0.225 -0.716 -1.047
F -1.424 0.312 -1.009
F 0.636 0.347 -1.958
S -0.511 -2.581 -1.396
H 0.507 1.346 0.352
H 1.027 0.412 1.914
H -0.698 0.834 1.572
*
```



Going through the records in order, we get energy relative to the best compared isomer or geometry (same formula, charge and spin) values of 30.6 130.8 82.9 0.5 kcal/mol.